Record 1
{"formula": "C8H10N3PdSbSe5", "method": "ωB97M-V/def2-TZVPD", "species": ["C", "C", "H", "C", "N", "H", "H", "Pd", "Se", "N", "H", "N", "H", "C", "C", "Se", "C", "Sb", "H", "H", "Se", "Se", "C", "C", "H", "H", "H", "Se"], "coordinates": [[-4.64945, -1.15302, 0.84712], [-4.83100, -0.04115, -1.22951], [0.51747, 6.24963, 1.04414], [-1.55376, 4.21811, 0.00135], [-6.77688, -0.25408, 0.16277], [0.90144, 5.19985, -1.53156], [0.18707, 3.56886, -1.68850], [-1.15353, 0.84194, 0.70737], [3.24791, -0.79129, 2.91214], [-2.67555, 3.93803, -0.10157], [-0.51514, 5.20391, 2.05486], [-0.28630, 4.56263, 0.08466], [1.11919, 4.67203, 1.62717], [-4.01853, -0.71569, -0.31778], [0.64074, 4.27600, -0.99929], [0.98422, 0.65437, -0.34045], [-6.16668, 0.17053, -0.94907], [2.24806, 1.10777, 1.82160], [1.54596, 3.82461, -0.59016], [-4.08118, -1.68066, 1.60332], [-2.16297, -1.01566, -0.66257], [3.70522, 3.05504, 1.58013], [-6.00161, -0.90449, 1.03240], [0.24005, 5.21324, 1.27278], [-4.40016, 0.33241, -2.14999], [-6.48999, -1.24709, 1.94076], [-6.79309, 0.71348, -1.65112], [-0.04018, 1.81434, 2.56278]], "forces_ev_per_angstrom": [[0.0, 0.0, 0.0], [0.0, 0.1, -0.2], [0.0, 0.0, 0.0], [0.0, 0.0, -0.1], [0.1, 0.0, 0.0], [0.0, 0.0, 0.0], [0.0, 0.0, 0.0], [0.2, -0.6, -0.1], [-0.1, 0.0, 0.0], [0.0, 0.0, 0.1], [0.0, 0.0, 0.0], [0.1, 0.0, 0.0], [0.0, 0.0, 0.0], [0.0, 0.1, 0.0], [0.0, 0.0, 0.0], [-0.1, -0.2, 0.0], [-0.1, -0.1, 0.1], [0.3, 0.3, -0.2], [0.0, 0.0, 0.0], [0.0, 0.0, 0.0], [-0.1, 0.1, -0.1], [-0.1, -0.1, 0.0], [0.0, 0.0, 0.0], [0.0, 0.0, 0.0], [0.0, 0.0, 0.0], [0.0, 0.0, 0.0], [0.0, 0.0, 0.0], [-0.2, 0.4, 0.4]], "lowdin_charge": [-0.138, -0.142, 0.078, -0.382, 0.015, 0.078, 0.071, -0.110, -0.307, 0.111, 0.077, -0.216, 0.012, -0.708, -0.083, -0.027, -0.187, -0.352, 0.026, 0.088, 0.468, -0.297, -0.191, -0.095, 0.086, 0.087, 0.088, -0.051], "total_charge": -2, "multiplicity": 1, "e_homo_ev": -1.79}



Record 2
{"formula": "C3H10N4O", "method": "ωB97M-V/def2-TZVPD", "species": ["H", "H", "C", "H", "N", "N", "H", "H", "C", "H", "H", "O", "N", "C", "H", "N", "H", "H"], "coordinates": [[-0.03688, 2.21264, -0.62111], [1.35497, -2.77995, -1.99596], [-0.08823, 0.77260, 1.64711], [0.18784, -0.11635, 2.21446], [-0.45371, 0.37793, 0.28954], [0.65287, -1.43102, -0.72806], [0.77147, 1.44348, 1.60394], [-1.21941, 1.18190, -1.46738], [-0.88179, 1.53546, -0.49801], [-1.70053, 2.05420, 0.00110], [-1.79767, -0.92496, 1.15184], [1.82494, 0.57901, -0.43363], [-1.59519, -0.66054, 0.19061], [0.91138, -0.22151, -0.40919], [-1.19636, -1.48965, -0.26556], [1.70539, -2.19277, -1.24249], [2.48312, -1.61998, -1.57154], [-0.92221, 1.27950, 2.13433]], "forces_ev_per_angstrom": [[0.0, -0.1, 0.1], [0.1, 0.3, 0.2], [-0.2, -0.2, 0.7], [0.0, 0.0, -0.1], [-1.0, -2.0, -1.1], [-0.3, 0.0, -0.1], [-0.1, -0.1, -0.2], [0.0, 0.0, 0.0], [-0.1, 0.5, -0.3], [0.0, -0.1, 0.0], [0.1, 0.1, 0.0], [0.5, 0.4, 0.0], [0.7, 1.8, 0.9], [-0.6, -0.8, 0.1], [0.6, 0.5, 0.1], [0.6, -0.2, -0.2], [-0.2, 0.0, 0.0], [0.0, 0.0, -0.1]], "lowdin_charge": [0.099, 0.066, -0.031, 0.108, -0.289, -0.066, 0.104, 0.101, -0.039, 0.095, 0.074, 0.018, 0.115, -0.571, 0.059, -0.011, 0.068, 0.098], "smiles": "C[N+](C)(N)/C([O-])=N/N", "multiplicity": 1, "e_homo_ev": -7.55}



Record 3
{"formula": "C14H27O2P", "method": "ωB97M-V/def2-TZVPD", "species": ["H", "C", "H", "H", "H", "C", "H", "C", "C", "H", "C", "H", "C", "H", "H", "C", "H", "H", "H", "H", "H", "H", "H", "O", "C", "O", "C", "H", "H", "H", "H", "H", "H", "C", "H", "C", "C", "H", "H", "P", "C", "H", "H", "C"], "coordinates": [[-1.39446, -0.51633, 0.85021], [2.95519, 2.33037, 1.00253], [-0.50121, -6.67388, -0.88385], [0.88249, -7.18517, -1.87232], [3.46542, 2.54625, 0.01979], [1.50838, -4.77786, -0.63201], [-1.13510, 6.01480, 1.79559], [1.00776, 5.73209, 1.28008], [0.42160, 2.84366, 1.59169], [1.22477, 6.82107, 1.19302], [1.76222, 3.32305, 1.22771], [-2.04860, 2.35678, 2.58928], [-1.65559, -1.92173, -0.75577], [-0.25383, -4.34119, -1.78254], [-2.39855, 4.13304, 3.05247], [-0.64770, 3.84465, 1.80798], [-2.43793, 0.71910, -1.07147], [1.88539, -3.75327, -0.66057], [0.24054, 1.74161, 1.69593], [3.71962, 2.50896, 1.81380], [0.99130, -4.93303, 0.31748], [-0.59296, -6.64374, -2.65581], [-1.40299, -2.79338, -0.14722], [1.28978, -4.80349, -3.02926], [-1.03227, -0.66469, -0.17031], [0.38441, -0.82635, -0.09622], [-1.35939, 0.55890, -1.01145], [2.61654, 1.26262, 1.05328], [-2.74320, -1.83603, -0.80918], [-1.27107, -2.11454, -1.76207], [2.38026, -5.43843, -0.66678], [0.71534, -0.95808, -0.99357], [-0.89651, 1.45205, -0.58512], [0.05976, -6.46748, -1.79809], [-2.87787, 4.16328, -0.29436], [2.07318, 4.75785, 1.08438], [-0.33099, 5.26030, 1.64164], [-0.96516, 0.45123, -2.02674], [-3.90589, 2.23966, 0.61127], [-3.37909, 3.53387, 0.87699], [-2.08505, 3.42320, 2.23769], [3.11294, 5.08705, 0.83844], [2.03398, -5.41679, -3.06517], [0.58456, -5.04001, -1.81140]], "forces_ev_per_angstrom": [[0.2, 0.0, 0.0], [-0.3, 0.5, 0.4], [0.0, 0.0, 0.0], [0.0, 0.1, 0.1], [-0.6, -0.3, 1.0], [0.0, 0.3, 0.1], [0.7, -0.7, -0.1], [-0.2, -2.3, 0.3], [0.6, 2.6, -0.4], [-0.3, -1.0, 0.1], [-0.5, 0.7, 0.1], [-0.2, 1.1, -0.1], [-0.1, -0.2, 0.2], [0.1, 0.0, -0.2], [0.1, -1.0, -0.8], [1.8, 0.2, -0.5], [0.1, 0.0, 0.0], [-0.1, 0.0, 0.0], [0.1, 1.2, -0.1], [-0.7, -0.3, -0.8], [0.1, 0.0, 0.0], [0.0, 0.1, 0.1], [-0.1, 0.1, 0.0], [-0.2, 0.3, -0.2], [0.1, 0.0, -0.8], [0.1, 0.0, 0.4], [0.0, 0.2, 0.1], [0.3, 1.0, -0.2], [0.0, 0.0, 0.0], [-0.1, 0.2, 0.0], [-0.1, -0.1, 0.0], [-0.1, 0.0, 0.1], [-0.1, 0.0, 0.0], [-0.3, 0.0, -0.1], [0.5, -1.0, 0.2], [-2.4, -0.7, 0.6], [1.2, -1.0, -0.3], [-0.1, -0.1, 0.0], [1.0, 0.2, -0.4], [-1.5, 1.2, 1.1], [1.4, -0.1, -0.4], [-1.1, -0.4, 0.2], [-0.1, 0.1, 0.0], [0.5, -0.5, 0.2]], "lowdin_charge": [0.135, -0.077, 0.080, 0.081, 0.081, -0.061, 0.101, -0.077, -0.005, 0.095, -0.237, 0.073, -0.065, 0.115, 0.069, -0.282, 0.066, 0.074, 0.106, 0.083, 0.081, 0.080, 0.075, -0.056, -0.498, -0.066, -0.067, 0.070, 0.082, 0.079, 0.081, 0.088, 0.058, -0.064, -0.112, -0.056, -0.069, 0.085, -0.135, 0.747, -0.449, 0.106, 0.087, -0.502], "smiles": "Cc1cccc(CP)c1.CC(C)O.CC(C)O", "multiplicity": 1, "e_homo_ev": -8.12}



no.,HOMO-LUMO gap (Eh)
1,0.2257
2,0.3048
3,0.3277